[1]
This record from the Open Molecules 2025 dataset describes a structure of composition C28H29N9NaO5S. The level of theory is ωB97M-V/def2-TZVPD.

Charge ... -1
HOMO level ... -4.384 eV
Spin multiplicity ... 1

Cartesian coordinates (Å):
Na 1.24794 -0.01076 -0.07947
O -0.81220 0.80914 4.53720
C 0.78854 -0.02161 2.85541
O -1.25125 -1.18687 2.39152
C 2.24343 -0.55575 2.61437
O 3.02063 0.43970 1.99483
C 3.95611 0.03169 0.99014
C 3.93618 1.00517 -0.21832
O 5.02722 1.36027 -0.66149
O 2.77795 1.30984 -0.64546
H -1.34984 0.67737 3.74143
H 2.17975 -1.45046 1.98389
H 2.68713 -0.85307 3.56669
H 3.70836 -0.97400 0.62694
H 4.96287 0.00869 1.41120
C 0.81640 3.41184 1.57723
N 0.84384 3.35601 0.13794
C -0.44173 3.06893 -0.49164
C -0.28529 2.21427 -1.71326
N -0.13940 0.92480 -1.67185
C -0.04572 0.52172 -2.99699
C 0.14525 -0.75101 -3.52874
C 0.16534 -0.86898 -4.90543
C 0.00730 0.24700 -5.74379
C -0.15807 1.51941 -5.22579
C -0.17405 1.62819 -3.84072
N -0.32753 2.70697 -2.98747
C 0.71859 2.10497 2.33016
N 0.50658 0.96202 1.81050
C -0.17406 -1.18907 2.93478
C 0.21392 -2.30998 3.84112
C 0.84446 -2.19005 5.01476
C 1.37902 -1.00454 5.71131
C 1.29804 0.28169 5.37187
C 0.56490 0.78742 4.16742
N 0.99064 2.09112 3.69561
H -0.00378 4.06019 1.91287
H 1.73543 3.88833 1.93105
H 1.56861 2.70799 -0.18481
H -0.94486 4.00129 -0.78213
H -1.11725 2.52447 0.17620
H 0.29110 -1.60261 -2.87236
H 0.31519 -1.84395 -5.35177
H 0.03110 0.11171 -6.81768
H -0.26080 2.38251 -5.87137
H -0.36586 3.67969 -3.23085
H -0.15527 -3.27624 3.51849
H 0.97415 -3.11185 5.57288
H 1.90210 -1.23510 6.63261
H 1.75151 1.02265 6.01967
H 0.72252 2.89341 4.24836
C -2.60604 -3.02805 -2.64511
C -2.20857 -2.03215 -1.59534
N -1.43090 -2.26320 -0.61399
N -1.10175 -3.59435 -0.40592
C 0.12201 -3.79578 -0.03869
N 0.35409 -5.04850 0.53626
S 1.55421 -2.82929 -0.26488
C -2.74911 -0.64321 -1.70675
C -2.97997 -0.09177 -2.96914
C -3.47919 1.19299 -3.06889
C -3.76616 1.88403 -1.90067
C -3.52320 1.24479 -0.69408
N -3.02302 0.02040 -0.58329
H -1.98844 -2.91094 -3.54082
H -3.64800 -2.90131 -2.94522
H -2.44974 -4.03411 -2.26281
H -0.39540 -5.70420 0.36912
H 1.28849 -5.39666 0.40571
H -2.72169 -0.65375 -3.85745
H -3.63872 1.64469 -4.04044
H -4.17381 2.88689 -1.91635
H -3.75021 1.74892 0.24165

These are the Mulliken partial charges, in e, on atoms 1 to 4: atom 1 (Na): 0.63, atom 2 (O): -0.65, atom 3 (C): 1.42, atom 4 (O): -0.49


[2]
This record from the Open Molecules 2025 dataset describes a cluster of 2 separate species, C3H6BClO2 in total. The level of theory is ωB97M-V/def2-TZVPD.

HOMO level ... -9.511 eV
SMILES string ... C/C=C/Cl.O=BO
Spin multiplicity ... 1

Cartesian coordinates (Å):
C 0.19080 0.50452 1.67654
C -0.44973 1.08156 0.41907
C 0.25520 1.14769 -0.69604
Cl -0.45852 1.92126 -2.07098
H 0.77536 -0.35150 1.48281
H -0.51628 0.54483 2.51765
H 0.98652 1.29189 1.86602
H -1.41685 1.36386 0.44794
H 1.37220 1.03953 -0.69461
O -0.52576 -2.88024 0.24343
B -0.11226 -2.33563 -0.73234
O 0.22121 -1.89746 -1.95606
H -0.32187 -1.43031 -2.50344

These are the natural (NBO) partial charges, in e, on atoms 1 to 4: atom 1 (C): -0.65, atom 2 (C): -0.17, atom 3 (C): -0.26, atom 4 (Cl): -0.03


[3]
This record from the Open Molecules 2025 dataset describes a structure of composition C31H42BN7S5Tc. The level of theory is ωB97M-V/def2-TZVPD.

Charge ... +3
HOMO level ... -17.109 eV
Spin multiplicity ... 1

Cartesian coordinates (Å):
Tc 1.91534 2.70825 -1.37243
C -3.07479 4.15313 -1.65125
C -2.63421 2.79202 -1.21437
C -3.50118 1.84521 -0.72276
C -3.04802 0.56706 -0.33236
N -1.76803 0.26149 -0.43194
N -0.92986 1.17791 -0.90774
B 0.48984 0.64290 -0.90111
N 1.32570 0.92490 0.22838
N 0.72008 1.67557 1.28103
C 1.17674 1.52396 2.70158
C 2.70011 1.26995 2.82536
C 3.43017 1.23576 1.48111
C 4.87420 0.79875 1.67311
C 2.66003 0.41229 0.47543
S 3.25426 -0.93012 -0.18489
C 0.25396 0.68692 3.57901
C 0.77950 0.67284 5.01990
C 0.23150 -0.73043 2.99548
C -1.15269 1.28962 3.55973
N 0.86413 -0.40328 -1.91957
N 0.33762 -1.58186 -1.58086
C 0.66856 -2.63437 -2.29469
C 1.52594 -2.49375 -3.41308
C 2.08873 -1.28682 -3.73988
C 3.02892 -1.10006 -4.88732
C 1.74726 -0.20907 -2.89888
S 2.50870 1.36754 -3.07989
C 0.13921 -3.99149 -1.88439
C -0.66732 -4.57845 -3.05438
C -0.74515 -3.88585 -0.64477
C 1.34820 -4.89176 -1.57582
C -1.28433 2.40427 -1.28813
S -0.05545 3.51683 -1.88281
C -3.97456 -0.52865 0.16010
C -5.30283 0.04701 0.65666
C -4.23156 -1.45198 -1.04509
C -3.29998 -1.31372 1.29105
H -4.13799 4.28914 -1.47040
H -2.88865 4.29393 -2.71799
H -2.53172 4.93483 -1.11745
H -4.55208 2.08425 -0.63157
H 3.03724 0.57564 3.58775
H 5.35081 1.41896 2.43755
H 5.44327 0.90450 0.74991
H 4.93435 -0.23823 1.99623
H 1.65551 0.03511 5.14476
H 0.00831 0.28074 5.68213
H 1.02149 1.67820 5.37812
H 1.23859 -1.15131 2.90437
H -0.25049 -0.74922 2.01387
H -0.33111 -1.39146 3.65487
H -1.19316 2.23875 4.09863
H -1.84170 0.60962 4.06067
H -1.51109 1.44289 2.53998
H 1.75943 -3.36810 -4.00713
H 3.17146 -2.03478 -5.42370
H 4.00223 -0.74953 -4.53886
H 2.64448 -0.35576 -5.58678
H -1.49150 -3.92246 -3.34092
H -1.09028 -5.53520 -2.74988
H -0.04938 -4.76453 -3.93383
H -1.61296 -3.25295 -0.82743
H -0.19531 -3.48026 0.20643
H -1.09996 -4.88011 -0.37641
H 1.98844 -5.03929 -2.44694
H 0.99218 -5.87361 -1.26553
H 1.95112 -4.48025 -0.76380
H -5.89213 0.49025 -0.14764
H -5.15735 0.78913 1.44503
H -5.90204 -0.76024 1.07511
H -4.68579 -0.90890 -1.87632
H -4.91853 -2.24511 -0.75033
H -3.30348 -1.90778 -1.39236
H -3.12680 -0.67487 2.15991
H -2.35170 -1.74459 0.97257
H -3.95651 -2.12638 1.60043
S 3.08438 3.07576 3.09767
C 1.28839 3.07527 2.78657
C 1.09438 3.12747 1.25856
N 2.30429 3.36540 0.53830
C 3.39943 2.79920 1.21820
H 0.69783 3.71002 3.43663
H 0.28930 3.76633 0.90413
H 4.36216 3.19527 0.89604
S 3.29121 5.31662 -3.12899
C 2.66270 4.17518 -2.36972

These are the Mulliken partial charges, in e, on atoms 1 to 4: atom 1 (Tc): -0.44, atom 2 (C): -1.94, atom 3 (C): 0.74, atom 4 (C): -0.48


[4]
This record from the Open Molecules 2025 dataset describes the molecule C7H12N2. The level of theory is ωB97M-V/def2-TZVPD.

HOMO level (alpha / beta) ... -6.411 / -6.410 eV
Spin multiplicity ... 1

Cartesian coordinates (Å):
C 0.96111 0.08481 -0.19068
C 1.84941 1.07905 0.53128
C 1.57778 -0.42454 -1.49403
C -2.49195 -0.90575 0.63791
C -0.49059 0.40634 -0.28783
N -1.00437 1.60831 -0.09534
C -1.16691 -0.85183 -0.07766
C 0.43996 -1.13840 0.72865
N 0.79076 -1.83705 1.63540
H -1.97836 1.69446 0.16119
H -0.40688 2.39489 0.11659
H -1.08757 -1.56218 -0.89916
H 1.38058 1.44565 1.44678
H 2.75797 0.55637 0.83486
H 2.12589 1.92886 -0.10055
H 0.94596 -1.16394 -1.98519
H 2.53258 -0.89861 -1.26468
H 1.74650 0.39798 -2.19507
H -2.47354 -0.28768 1.53945
H -3.32928 -0.59473 0.00515
H -2.67906 -1.93201 0.95293

These are the natural (NBO) partial charges, in e, on atoms 1 to 4: atom 1 (C): -0.21, atom 2 (C): -0.61, atom 3 (C): -0.59, atom 4 (C): -0.64


[5]
This record from the Open Molecules 2025 dataset describes a cluster of 3 separate species, CH2FN2O2 in total. The level of theory is ωB97M-V/def2-TZVPD.

Charge ... -1
HOMO level ... -3.261 eV
Spin multiplicity ... 1

Cartesian coordinates (Å):
C -1.91050 -0.34889 0.11451
N 0.59356 -0.53458 -0.04201
N 1.17355 0.39487 -0.69327
O -2.25418 -0.03961 -0.94023
O -1.91044 -0.64092 1.23168
F 1.02439 1.92953 0.36011
H 1.10947 -1.28555 0.57377
H 2.17415 0.52517 -0.60456

These are the natural (NBO) partial charges, in e, on atoms 1 to 4: atom 1 (C): 1.07, atom 2 (N): -0.57, atom 3 (N): -0.18, atom 4 (O): -0.56


[6]
This record from the Open Molecules 2025 dataset describes a cluster of 2 separate species, CHBrClNO in total. The level of theory is ωB97M-V/def2-TZVPD.

HOMO level (alpha / beta) ... -9.824 / -9.824 eV
SMILES string ... [O-][N+]#CCl.Br
Spin multiplicity ... 1

Cartesian coordinates (Å):
O -2.12239 -0.76088 -0.12172
N -0.95909 -0.95885 0.04619
C 0.18711 -0.82183 0.25487
Cl 1.54027 -1.66565 0.59775
Br 1.37859 1.98143 -0.37300
H -0.02449 2.22579 -0.40409

These are the natural (NBO) partial charges, in e, on atoms 1 to 4: atom 1 (O): -0.37, atom 2 (N): 0.19, atom 3 (C): 0.03, atom 4 (Cl): 0.13


Number 1: F_max 0.0209 hartree/bohr. Number 2: F_max 0.0922 hartree/bohr. Number 3: F_max 0.0118 hartree/bohr. Number 4: F_max 0.0525 hartree/bohr. Number 5: F_max 0.0467 hartree/bohr. Number 6: F_max 0.0226 hartree/bohr.